No. 1
A structure of composition C24H33F9N4OReS, computed with the ωB97M-V functional and the def2-TZVPD basis.

Structure (XYZ):
```
73
Properties=species:S:1:pos:R:3:mulliken_spin:R:1
Re 0.065 0.033 0.446 0.86
C -1.136 -2.899 0.900 0.00
N 0.209 -2.281 0.796 -0.01
C 0.945 -3.038 -0.246 0.00
C 0.888 -2.439 2.120 -0.01
C 1.721 -1.204 2.401 0.04
N 0.809 -0.048 2.174 0.01
C 0.059 0.348 3.314 -0.05
C -1.320 0.350 3.198 0.05
F -1.820 0.040 1.952 0.02
C -2.159 0.689 4.232 0.01
F -3.472 0.680 4.039 0.00
C -1.610 1.047 5.451 -0.01
C -0.234 1.061 5.586 0.01
F 0.315 1.411 6.735 0.00
C 0.606 0.719 4.532 -0.01
F 1.927 0.763 4.684 0.00
H -1.043 -3.947 1.191 0.00
H -1.731 -2.378 1.647 0.00
H -1.633 -2.844 -0.065 0.00
H 0.846 -4.111 -0.062 0.00
H 0.528 -2.799 -1.223 0.00
H 1.990 -2.755 -0.249 0.00
H 0.122 -2.521 2.891 0.00
H 1.483 -3.353 2.145 0.00
H 2.107 -1.196 3.418 0.00
H 2.568 -1.128 1.724 0.00
H -2.244 1.326 6.282 0.00
C -3.288 -0.626 -4.244 0.00
C -2.893 -1.174 -2.879 0.00
S -2.381 0.189 -1.810 0.01
O -1.354 -0.503 -0.835 0.06
C -3.827 0.516 -0.791 0.00
C -4.374 -0.640 0.022 0.00
H -3.600 -1.455 -4.876 0.00
H -2.454 -0.118 -4.727 0.00
H -4.126 0.067 -4.175 0.00
H -2.018 -1.824 -2.924 0.00
H -3.703 -1.715 -2.394 0.00
H -4.553 0.916 -1.506 0.00
H -3.506 1.352 -0.165 0.00
H -4.797 -1.428 -0.598 0.00
H -5.176 -0.261 0.654 0.00
H -3.613 -1.066 0.670 0.00
C 4.813 -1.396 -2.005 0.00
C 3.725 -0.327 -2.012 0.00
C 2.844 -0.480 -3.249 0.00
C 4.349 1.066 -1.946 0.00
N 2.902 -0.636 -0.799 0.01
N 1.910 0.382 -0.520 0.02
H 5.455 -1.275 -2.876 0.00
H 4.378 -2.395 -2.035 0.00
H 5.445 -1.313 -1.118 0.00
H 3.467 -0.460 -4.142 0.00
H 2.121 0.331 -3.360 0.00
H 2.314 -1.434 -3.227 0.00
H 5.010 1.218 -2.798 0.00
H 4.949 1.190 -1.040 0.00
H 3.604 1.867 -1.988 0.00
H 3.539 -0.627 -0.007 0.00
H 1.656 0.788 -1.425 -0.01
H 2.333 1.169 -0.019 0.01
F -0.634 2.831 2.254 0.00
C -0.639 3.104 0.937 0.01
C -0.319 2.103 0.028 0.01
C -0.363 2.532 -1.295 -0.01
F -0.121 1.619 -2.291 0.00
C -0.687 3.807 -1.716 -0.01
F -0.726 4.106 -3.006 0.00
C -0.979 4.766 -0.758 0.01
F -1.287 5.995 -1.115 0.00
C -0.952 4.407 0.582 -0.01
F -1.230 5.304 1.513 0.00
```

The multiplicity is 2. Its total energy is -70836.3535 eV. For the molecular weight, the calculation gives 782.8 g mol⁻¹. As for the net charge: +2.

---

No. 2
A cluster of 2 separate species, C20H37FN3O3 in total, computed with the ωB97M-V functional and the def2-TZVPD basis.

Structure (XYZ):
```
64
Properties=species:S:1:pos:R:3:mulliken_charge:R:1
C 7.748 -3.378 1.016 -1.36
C 6.865 -2.198 0.593 -0.11
C 7.682 -0.952 0.249 -0.57
C 6.932 0.187 -0.442 -0.88
C 5.698 0.744 0.282 -0.65
C 4.402 -0.043 0.101 -0.21
C 3.191 0.695 0.681 -1.04
C 1.845 0.032 0.312 -0.30
C 1.014 0.931 -0.602 -0.74
C -0.319 0.338 -1.133 -0.65
C -0.771 -0.963 -0.509 -0.40
O -1.161 -0.685 0.860 -0.25
C -1.985 -1.591 1.441 0.48
O -2.944 -1.224 2.081 -0.54
N -1.623 -2.929 1.308 -0.21
C -2.611 -3.812 0.681 -0.52
C -2.277 -4.159 -0.743 0.65
O -3.012 -4.164 -1.674 -0.47
F -0.975 -4.479 -0.879 -0.25
H 7.992 -3.308 2.078 0.31
H 7.215 -4.321 0.881 0.37
H 8.676 -3.410 0.444 0.34
H 6.194 -1.967 1.427 0.19
H 6.217 -2.480 -0.243 0.34
H 8.168 -0.588 1.160 0.26
H 8.484 -1.270 -0.427 0.35
H 6.666 -0.089 -1.468 0.34
H 7.640 1.018 -0.531 0.34
H 5.510 1.745 -0.123 0.40
H 5.924 0.889 1.345 0.30
H 4.222 -0.189 -0.971 0.25
H 4.458 -1.024 0.577 0.12
H 3.202 1.719 0.290 0.40
H 3.288 0.790 1.765 0.40
H 2.044 -0.938 -0.154 0.25
H 1.298 -0.171 1.236 0.19
H 1.643 1.200 -1.455 0.28
H 0.793 1.848 -0.052 0.32
H -1.118 1.062 -0.939 0.09
H -0.276 0.212 -2.216 0.42
H -0.003 -1.737 -0.552 0.42
H -1.649 -1.336 -1.049 0.43
H -0.689 -3.032 0.934 0.34
H -2.687 -4.745 1.248 0.33
H -3.591 -3.342 0.696 0.32
C -8.732 3.593 -0.736 -1.16
C -7.430 3.909 -1.451 -0.29
N -6.328 3.032 -1.018 0.16
C -5.482 2.334 -1.847 -0.47
C -4.588 1.693 -1.055 -0.26
N -4.900 2.011 0.244 0.16
C -5.952 2.821 0.240 -0.17
C -4.196 1.539 1.444 -0.62
H -8.648 3.735 0.342 0.36
H -9.513 4.261 -1.094 0.38
H -9.042 2.565 -0.923 0.34
H -7.124 4.940 -1.277 0.27
H -7.537 3.770 -2.524 0.30
H -5.604 2.367 -2.915 0.43
H -3.760 1.045 -1.278 0.39
H -6.420 3.235 1.117 0.40
H -4.876 0.958 2.059 0.38
H -3.825 2.396 2.002 0.35
H -3.364 0.909 1.152 0.00
```

Its total energy is -34665.2697 eV. For the molecular weight, the calculation gives 386.5 g mol⁻¹. As for the net charge: +1.

---

No. 3
A structure of composition C4H6OS, computed with the ωB97M-V functional and the def2-TZVPD basis.

Structure (XYZ):
```
12
Properties=species:S:1:pos:R:3:mulliken_charge:R:1
C -1.154 0.561 -0.283 -0.23
C -0.254 1.244 0.358 -0.52
C -0.817 -0.932 -0.308 -0.53
C 1.019 -0.121 0.804 -0.18
O 0.296 -1.275 0.495 -0.35
S 2.344 0.436 -0.395 -0.19
H -2.040 0.682 -0.856 0.40
H -0.095 2.169 0.765 0.48
H -1.642 -1.336 0.246 0.34
H -0.665 -1.379 -1.321 0.31
H 1.363 -0.034 1.892 0.35
H 1.645 -0.015 -1.397 0.12
```

Its total energy is -17124.8223 eV. For the molecular weight, the calculation gives 102.2 g mol⁻¹.

---

No. 4
A cluster of 6 separate species, CH16N2O5 in total, computed with the ωB97M-V functional and the def2-TZVPD basis.

Structure (XYZ):
```
24
Properties=species:S:1:pos:R:3:mulliken_charge:R:1
N 1.937 -2.185 -1.814 -0.41
C 0.561 -2.217 -2.203 -0.41
N 0.252 -1.197 -3.245 -0.50
H 2.448 -3.042 -1.927 0.17
H 2.253 -1.658 -1.024 0.16
H 0.272 -3.182 -2.621 0.38
H -0.093 -2.119 -1.316 0.22
H 0.902 -0.473 -2.957 0.19
H 0.424 -1.533 -4.181 0.24
H -1.264 0.368 -2.034 0.30
H -1.455 0.528 -3.503 0.33
O -1.936 0.586 -2.685 -0.65
H 3.868 2.729 0.855 0.31
H 2.490 3.660 0.713 0.33
O 3.199 3.260 1.241 -0.63
H -0.721 -0.378 5.339 0.31
H 0.662 -0.280 5.909 0.32
O -0.128 -0.851 5.907 -0.64
H 1.361 0.945 -0.653 0.32
H 2.811 0.665 -0.366 0.30
O 2.203 0.746 -1.094 -0.65
H -5.260 1.641 3.047 0.31
H -5.806 0.461 3.619 0.31
O -6.032 1.066 2.898 -0.63
```

The SMILES is NCN.O.O.O.O.O. Its total energy is -14513.1483 eV. For the molecular weight, the calculation gives 136.1 g mol⁻¹.

---

No. 5
The molecule C3H3NO, computed with the ωB97M-V functional and the def2-TZVPD basis.

Structure (XYZ):
```
8
Properties=species:S:1:pos:R:3:mulliken_charge:R:1
O -2.051 0.532 -0.030 -0.44
C -0.854 0.666 0.067 0.04
C 0.087 -0.582 0.138 -0.31
C 1.974 0.363 -0.861 -0.02
N 1.514 -0.364 -0.043 -0.20
H -0.404 1.662 0.177 0.36
H -0.301 -1.315 -0.584 0.30
H 0.036 -0.962 1.136 0.28
```

Its total energy is -6694.6830 eV. For the molecular weight, the calculation gives 69.1 g mol⁻¹.

---

No. 6
A cluster of 2 separate species, C3H8N2O in total, computed with the ωB97M-V functional and the def2-TZVPD basis.

Structure (XYZ):
```
14
Properties=species:S:1:pos:R:3:mulliken_spin:R:1
C 1.135 0.376 1.397 0.37
C 1.771 0.352 0.229 0.17
N 2.430 -0.820 -0.210 0.41
H 0.990 -0.496 2.033 0.02
H 0.562 1.240 1.763 0.02
H 1.733 1.176 -0.527 0.00
H 2.026 -1.191 -1.175 0.01
H 2.493 -1.580 0.487 -0.01
C -2.193 -0.496 -0.396 0.00
N -2.452 0.776 -0.970 0.00
O -1.079 -0.818 -0.087 0.02
H -3.020 -1.214 -0.615 0.00
H -2.749 1.598 -0.390 0.00
H -1.648 1.097 -1.538 0.00
```

The multiplicity is 2. Its total energy is -8258.5825 eV. For the molecular weight, the calculation gives 88.1 g mol⁻¹. As for the net charge: +1.